Computed, not measured: a cluster of 7 separate species, C46H98N3O18 in total in a non-equilibrium geometry, with wB97M-V/def2-TZVPD.

Geometry (Å):
O 0.8200 -3.9819 -0.2781
O 3.7836 1.0170 4.0668
O 0.6596 -4.3288 2.7292
O -1.9787 -9.6501 1.3691
O -2.9083 7.3667 -9.9439
O -4.9929 5.7616 -8.2639
O -0.9473 -3.5904 6.6113
O -4.0049 -7.5018 0.6300
O -4.3987 -10.5324 -0.2573
O 0.3018 -2.5422 9.1729
O 5.5120 5.0057 -3.6236
O -2.0356 -4.4925 9.3850
O 2.7387 0.1663 6.9144
O 5.0161 2.1263 6.6373
O -2.3317 6.6121 -7.0506
O 5.2339 5.5976 -6.5971
O -0.5180 -1.7512 1.3203
O 2.9112 4.1592 -4.9642
N -2.4270 5.9751 -2.8912
N -3.6409 3.9545 -2.7176
N -1.6399 4.1652 -1.5977
C -1.9103 -3.2504 10.0586
C 0.4390 -3.5642 6.9062
C 2.2789 2.8143 -0.5463
C -1.0903 -2.2546 9.2606
C 4.2953 5.7268 -3.7240
C 2.9133 -0.9582 7.7587
C -4.2160 -11.2910 -1.4340
C -1.7281 6.7504 -9.4592
C 3.4152 1.9032 3.0374
C 3.6274 2.4043 6.7469
C 0.7823 1.3664 -2.4012
C -1.8881 -5.6168 10.2280
C -0.5537 -3.8357 0.0518
C 1.8258 -4.4725 1.9329
C -3.2197 -10.1657 1.8343
C -5.4205 4.4204 -8.1572
C -2.7338 8.7183 -10.3263
C -3.8956 -11.1605 0.9114
C 5.4887 6.9167 -7.0371
C -1.2947 -2.6621 5.6019
C 2.8386 1.4123 7.5778
C 1.0300 3.2324 -0.9432
C -3.3309 2.5567 -3.1736
C 6.3440 4.9813 -5.9619
C 5.9254 4.2078 -4.7276
C 3.0401 4.8758 -3.7476
C -1.0695 2.9954 -2.3648
C -2.0056 5.8921 -8.2413
C 2.0406 0.9247 -2.0049
C 5.4115 0.9861 5.8860
C -4.5091 -6.6861 1.6664
C -0.1591 -0.4096 1.0769
C -3.5823 7.3009 -7.0259
C 5.1697 1.0771 4.3902
C -2.5979 -7.4232 0.4724
C -1.0408 -2.4036 0.1701
C 1.7717 -3.5882 0.7024
C -2.5903 4.7134 -2.4088
C -1.9799 -8.7883 0.2405
C 2.7667 1.6499 -1.0997
C 0.6830 -3.6847 8.4044
C 0.2829 2.5321 -1.8627
C -4.8106 6.4092 -7.0211
C -2.1883 1.9460 -2.3487
C 0.1645 -5.5530 3.2417
C 2.4356 2.8422 -4.7984
H -0.9583 3.3574 -3.4061
H -2.5625 1.9079 -1.3177
H 1.9888 -1.1635 8.3026
H -0.8226 -1.6894 5.7776
H -2.4507 6.8179 -2.3381
H -4.7219 5.6767 -6.2057
H -1.3383 6.1059 -10.2566
H -4.8511 3.8782 -7.3921
H -1.5175 -2.0878 8.2720
H 2.8494 3.4171 0.1515
H -1.0519 -5.4911 10.9232
H -1.6753 -6.4790 9.5960
H -2.9209 -2.8431 10.1901
H -4.0989 4.4133 -3.5081
H -3.2062 -11.7117 -1.4869
H 3.3077 1.3025 8.5610
H 7.1017 5.7209 -5.6842
H 1.3510 2.8447 -4.6343
H 6.4919 0.9109 6.0327
H 1.6441 -2.5389 0.9704
H -4.2045 1.9031 -3.2014
H -0.9652 7.4953 -9.2104
H -2.9769 -10.6964 2.7584
H 2.4138 0.0145 -2.4642
H -3.8868 -6.7469 2.5653
H -4.7467 -11.6069 1.4411
H 2.7439 -3.6624 0.2076
H 6.8053 3.6669 -4.3710
H -5.5047 -7.0499 1.9201
H -5.6949 7.0335 -6.8401
H -0.8711 -5.3916 3.5433
H 1.9665 -5.5144 1.6278
H 0.7466 -5.8549 4.1177
H -2.1250 -6.9593 1.3453
H 1.7618 -3.7867 8.5524
H -2.8119 -5.8061 10.7840
H -1.9015 0.9605 -2.7099
H 3.1489 -1.8164 7.1269
H 3.8630 2.8923 3.1874
H -1.0819 5.3575 -8.0039
H -0.9239 -8.6287 0.0048
H 6.0362 7.4929 -6.2845
H 3.5677 3.3727 7.2509
H -0.8048 -4.4159 0.9395
H 0.4905 -0.0821 1.8893
H -6.4902 4.3713 -7.9305
H 1.8224 1.8038 7.7197
H -3.1842 -11.9537 0.6560
H -1.4565 -3.3807 11.0466
H 3.1784 2.5438 5.7621
H 2.1656 5.5383 -3.6593
H -5.2403 3.9368 -9.1161
H -2.9710 2.6175 -4.2109
H -3.5842 7.8608 -6.0853
H -1.1467 -1.2957 9.7832
H -4.5874 -5.6446 1.3349
H 3.7451 -0.8162 8.4566
H 4.5269 7.4030 -7.2011
H 4.3182 6.4233 -4.5630
H 0.9044 -2.6440 6.5381
H 0.9034 -4.4198 6.3980
H 2.6875 -4.1681 2.5406
H -2.7541 5.1290 -8.4529
H 5.1772 3.4511 -4.9662
H 4.9817 0.0749 6.3014
H -1.0071 -3.0404 4.6154
H 2.9369 2.3347 -3.9725
H 3.7629 1.3067 -0.8303
H -1.0984 -4.2955 -0.7776
H -0.9276 4.8540 -1.3847
H 3.0539 4.1939 -2.8906
H -2.4027 -6.7930 -0.4059
H -2.1347 -2.4147 0.2666
H -4.3474 -10.6221 -2.2844
H 4.2530 6.3388 -2.8183
H 2.3305 2.0194 3.0651
H 5.6582 0.2235 3.9040
H 5.6184 2.0028 4.0132
H -2.2059 6.0830 -3.8752
H 0.3988 -0.2925 0.1411
H -2.2741 8.7820 -11.3166
H -2.1298 9.2675 -9.5967
H -2.4162 -9.2806 -0.6292
H -0.7702 -1.8580 -0.7426
H 0.2343 -4.5890 8.8141
H 3.7062 1.5047 2.0574
H 2.6553 2.2918 -5.7138
H -3.6318 8.0434 -7.8209
H 6.7883 4.2800 -6.6789
H 0.1898 0.8427 -3.1459
H -3.8991 -9.3597 2.1137
H 0.1783 -6.3487 2.4899
H 0.6350 4.1524 -0.5155
H -1.0545 0.2246 1.0629
H -4.9575 -12.0940 -1.4965
H -2.3758 -2.5209 5.6292
H -3.7197 9.1808 -10.3659
H 6.0450 6.9084 -7.9794

Cartesian forces, eV/Å:
O -0.0679 0.1017 -0.0013
O 0.0704 0.3691 0.0579
O -0.1642 -0.2709 -0.2895
O 0.0165 0.0340 0.0061
O 0.0658 0.2335 0.3606
O 0.3179 -0.2760 0.1975
O 0.0559 0.4452 -0.0651
O 0.1053 -0.0913 0.3861
O 0.3784 0.0184 -0.1041
O -0.1063 -0.2392 -0.1624
O -0.0725 -0.0466 0.0443
O 0.3559 -0.0472 0.1433
O 0.3431 -0.1181 0.0216
O 0.0118 -0.0371 -0.1074
O -0.2338 -0.0449 0.1359
O 0.0214 0.2536 0.3356
O 0.3028 0.0464 -0.4081
O 0.1874 -0.2157 0.1177
N -0.7102 0.5687 -0.3065
N 0.9932 0.1352 -2.8468
N 0.0781 0.3805 -0.6882
C -0.1810 -0.0347 -0.2322
C -0.1528 -0.3314 0.2873
C -0.0413 0.0845 -0.0587
C -0.0103 0.2381 0.0301
C 0.0800 0.1774 -0.0131
C -0.2369 0.0683 -0.1022
C -0.1658 0.1052 0.0671
C -0.2288 -0.1077 -0.1912
C -0.0503 -0.1927 0.1086
C -0.0308 0.2100 0.0441
C 0.2056 -0.2125 0.0210
C -0.1534 0.0305 -0.1858
C -0.0640 -0.1718 -0.0474
C -0.0350 0.2692 0.2072
C -0.0380 0.0268 0.1376
C -0.1196 0.1722 -0.1603
C -0.1340 -0.1460 -0.1301
C -0.2252 0.1658 -0.0250
C -0.1250 -0.1656 -0.1157
C -0.1579 -0.2212 -0.0639
C -0.1855 -0.0451 -0.2488
C -0.5117 1.0494 0.4623
C 0.5463 -1.3242 -0.0683
C -0.1962 -0.1600 -0.1962
C 0.0576 -0.1191 0.0294
C -0.0386 0.0903 -0.2506
C -0.0696 -0.5387 0.1900
C 0.2007 -0.2024 0.0091
C -0.9230 -0.5948 -0.9038
C 0.0609 -0.0856 0.1030
C -0.0943 -0.0702 -0.2159
C -0.1010 -0.0387 0.3132
C 0.1018 0.0988 0.0688
C -0.1544 -0.2288 0.0750
C -0.2020 -0.0352 -0.2646
C -0.0985 -0.0871 0.3360
C 0.1939 0.0383 -0.0413
C 0.6951 -0.2462 1.7959
C 0.1002 -0.0864 -0.0964
C 1.3778 -0.2331 0.5880
C 0.1351 0.0032 0.0209
C -0.8485 0.0931 -0.0665
C -0.1160 0.2132 -0.3423
C -0.7454 1.1850 0.4791
C 0.0311 0.2603 0.1652
C 0.1114 0.2931 -0.3541
H 0.3102 -0.2888 0.1645
H 0.3786 -0.5202 -0.0774
H 0.1236 -0.0910 0.1982
H 0.0453 -0.0087 -0.0578
H 0.3666 -0.2386 0.2143
H -0.0042 -0.0357 -0.0259
H 0.2122 -0.0446 0.1274
H -0.0345 0.0032 0.0424
H -0.0665 -0.2209 -0.0131
H 0.0249 -0.2071 -0.0331
H -0.0404 0.0158 0.0570
H -0.0806 0.0200 -0.0262
H 0.0795 0.1740 0.1487
H -0.6492 0.0773 0.5636
H -0.0244 -0.0646 0.0195
H 0.0380 -0.0318 -0.0203
H -0.0365 0.0397 0.0049
H -0.0152 -0.1431 0.0871
H 0.0057 0.1047 -0.0393
H -0.1206 -0.0526 0.1967
H -0.1549 0.4757 0.3839
H -0.0256 0.0305 0.0101
H 0.0823 -0.0370 -0.0560
H 0.1824 0.1038 0.2351
H 0.0300 0.0643 -0.0081
H 0.1488 -0.1312 0.1453
H -0.0449 -0.1125 -0.0452
H 0.0289 0.0969 0.0432
H -0.0129 0.0314 -0.0783
H 0.0620 0.0231 0.2811
H 0.0487 0.0490 0.0846
H -0.0465 -0.0028 -0.0191
H -0.0504 -0.2014 -0.0215
H -0.0582 -0.0080 0.0466
H 0.0054 0.1380 -0.0041
H 0.0776 -0.0493 0.1349
H -0.0649 0.1533 -0.0428
H -0.0405 0.0478 -0.0599
H 0.0367 0.0020 -0.0932
H 0.0467 0.1138 0.0380
H 0.0117 0.0210 0.0952
H 0.0640 -0.0072 -0.0329
H 0.0891 -0.0385 0.0642
H -0.0050 0.1873 0.1430
H -0.0940 -0.0265 0.0729
H 0.0143 -0.1268 0.0873
H 0.0685 0.1466 0.1439
H -0.0059 0.0224 -0.0343
H 0.0254 -0.0452 -0.0113
H -0.0810 -0.2206 -0.0059
H 0.0471 0.0588 0.2279
H -0.0579 0.0620 -0.0239
H -0.2738 0.2316 0.1118
H 0.0330 -0.0712 0.0333
H 0.0580 -0.0519 0.0896
H 0.0409 0.0663 0.1449
H -0.0303 0.0483 0.0322
H -0.0015 -0.0628 -0.0625
H -0.1102 -0.1420 -0.1496
H -0.0559 0.0029 -0.0115
H 0.2387 0.0819 0.0704
H 0.1338 -0.0857 -0.1314
H -0.1370 0.1547 -0.1254
H -0.1075 0.1235 -0.1580
H -0.1655 -0.0025 -0.1429
H 0.0545 0.1865 -0.0659
H -0.0522 0.0387 0.0655
H -0.1533 0.0293 0.0140
H 0.0570 0.0707 -0.0652
H 0.0282 -0.0504 -0.1476
H 0.0051 -0.0415 -0.0292
H 0.2598 0.0012 0.0436
H -0.0326 -0.0574 -0.2297
H -0.0877 0.0059 0.0361
H 0.0185 -0.0811 0.0451
H -0.0065 -0.1065 -0.0245
H 0.2091 0.0879 0.0374
H -0.0511 0.0067 -0.0115
H -0.4996 0.0187 -0.0085
H -0.0726 -0.0266 -0.0595
H 0.0844 0.1257 0.0384
H 0.0636 -0.0084 -0.0368
H -0.2191 0.0908 0.0314
H 0.0356 0.0120 0.0248
H -0.1715 -0.0062 -0.1676
H 0.0285 0.1340 -0.0689
H -0.0889 0.0732 -0.0458
H -0.1168 -0.1499 -0.1464
H 0.1900 -0.0305 0.1356
H 0.2928 -0.1679 0.0738
H -0.1055 0.0112 -0.1985
H 0.0871 -0.0059 0.0007
H 0.1297 -0.1433 0.0414
H 0.0684 0.1393 -0.1166
H 0.0956 -0.0983 -0.0703
H -0.0015 -0.1162 0.0086
H -0.0084 -0.0665 -0.0674
H 0.0857 0.1309 0.0386

Summary:
energy above the lowest of the compared OMol25 structures with the same formula, charge and spin: 0.0 kcal per mole
highest occupied orbital energy: -10.076 eV
orbital gap: 5.9995 eV
net charge: +1
molar mass: 981.29 u
multiplicity: 1